# 1
Entry from OMol25: a 2-piece molecular cluster, C5H10O2 overall in a non-equilibrium geometry (ωB97M-V with the def2-TZVPD basis set).

The geometry in XYZ format:
```
17
Properties=species:S:1:pos:R:3:nbo_charge:R:1
C 0.536 -1.322 -1.579 -0.8797
C -0.793 -0.578 1.027 0.0099
O 0.474 -0.743 1.326 -0.3506
C 1.243 0.277 1.019 0.0346
C 0.378 1.436 0.650 -0.5165
C -1.041 0.800 0.483 0.0220
O -1.580 0.885 -0.828 -0.7108
H 1.009 -2.279 -1.354 0.2271
H 0.858 -0.965 -2.557 0.2126
H -0.546 -1.471 -1.574 0.2148
H -1.438 -1.435 1.128 0.1953
H 0.903 -0.611 -0.824 0.2089
H 2.272 0.229 1.337 0.1954
H 0.370 2.175 1.462 0.2318
H 0.677 1.964 -0.265 0.2378
H -1.783 1.331 1.083 0.1960
H -0.973 0.444 -1.436 0.4714
```

The maximum force is 0.0235 hartree/bohr. The calculation puts the LUMO energy (spin up / spin down) at 0.80 / 0.82 eV. As for the total energy: -346.8550 Eh. The energy above the lowest of the compared OMol25 structures with the same formula, charge and spin is 4.637 eV.

***

# 2
Entry from OMol25: an isolated ion of composition C7H6NO5S and charge -1 in a non-equilibrium geometry (ωB97M-V with the def2-TZVPD basis set).

The geometry in XYZ format:
```
20
Properties=species:S:1:pos:R:3:nbo_charge:R:1
C 2.136 -0.953 -0.333 0.5483
C -1.338 -0.915 -0.247 0.6386
C -3.496 0.442 0.187 0.7326
C 0.981 -1.348 0.569 -0.3278
C 2.556 0.451 -0.168 -0.6994
C -2.119 0.358 -0.472 -0.1427
C -0.079 0.925 0.365 -0.4587
N -0.161 -0.488 0.273 -0.4641
O -3.798 0.937 1.240 -0.6709
O 2.600 -1.696 -1.178 -0.5437
O -1.664 -2.065 -0.424 -0.5970
O -4.056 -0.207 -0.715 -0.6365
O 1.455 2.934 -0.301 -0.9847
S 1.087 1.592 -0.773 1.2601
H 0.672 -2.377 0.377 0.2508
H 1.259 -1.228 1.623 0.1983
H 2.687 0.760 0.864 0.2318
H 3.416 0.710 -0.780 0.2335
H -2.057 0.796 -1.456 0.2233
H -0.082 1.372 1.350 0.2082
```

The maximum force is 0.0507 hartree/bohr. The calculation puts the LUMO energy at 3.09 eV. As for the net charge: -1. As for the total energy: -1099.4598 Eh. The energy above the lowest of the compared OMol25 structures with the same formula, charge and spin is 0.142 eV.

***

# 3
Entry from OMol25: a 3-piece molecular cluster, C14H37NO6PS overall in a non-equilibrium geometry (ωB97M-V with the def2-TZVPD basis set).

The geometry in XYZ format:
```
60
Properties=species:S:1:pos:R:3:nbo_charge:R:1
C 4.145 2.132 -1.483 -0.7555
S 3.049 2.774 -2.752 0.5192
C 2.648 4.383 -2.073 -0.7585
P 1.229 1.734 -2.021 1.1675
N 1.131 1.811 -0.489 -1.2282
H 3.712 2.336 -0.504 0.2769
H 4.262 1.062 -1.651 0.2667
H 5.096 2.643 -1.631 0.2683
H 3.593 4.847 -1.795 0.2712
H 2.016 4.251 -1.191 0.2623
H 2.148 4.954 -2.852 0.2689
H 0.237 2.339 -2.806 0.0006
H 1.424 0.442 -2.509 0.0150
H 0.354 2.358 -0.134 0.4128
C 3.904 -2.015 -0.564 -0.2332
O 3.090 -3.058 -1.028 -0.5351
C 1.718 -2.787 -0.803 -0.0825
C 0.842 -3.772 -1.536 -0.1032
O 0.696 -3.457 -2.911 -0.5440
C 1.720 -3.950 -3.764 -0.0937
C 1.561 -5.409 -4.118 -0.0939
O 2.030 -6.214 -3.058 -0.5468
C 1.757 -7.583 -3.271 -0.2486
H 3.736 -1.806 0.499 0.1747
H 4.943 -2.301 -0.713 0.2042
H 3.700 -1.096 -1.141 0.1188
H 1.480 -1.775 -1.167 0.1417
H 1.508 -2.823 0.275 0.1781
H -0.161 -3.707 -1.109 0.1930
H 1.216 -4.788 -1.398 0.2157
H 2.708 -3.783 -3.327 0.1941
H 1.637 -3.367 -4.684 0.1847
H 2.129 -5.623 -5.034 0.1711
H 0.501 -5.618 -4.316 0.1762
H 0.679 -7.769 -3.323 0.1685
H 2.175 -8.133 -2.431 0.1983
H 2.220 -7.940 -4.197 0.1692
C -0.192 1.772 3.132 -0.2437
O -1.482 2.331 3.070 -0.5366
C -2.094 2.112 1.821 -0.0796
C -3.549 2.523 1.851 -0.0961
O -4.387 1.546 2.429 -0.5343
C -4.461 1.558 3.848 -0.0957
C -5.409 2.600 4.389 -0.0939
O -4.791 3.872 4.384 -0.5481
C -5.693 4.896 4.742 -0.2476
H 0.452 2.180 2.341 0.1473
H 0.234 2.027 4.099 0.2027
H -0.223 0.681 3.028 0.1702
H -2.027 1.051 1.543 0.1747
H -1.574 2.708 1.047 0.1279
H -3.889 2.628 0.818 0.1837
H -3.654 3.488 2.355 0.2078
H -3.470 1.690 4.290 0.1965
H -4.840 0.574 4.127 0.1940
H -5.697 2.327 5.414 0.1718
H -6.316 2.619 3.771 0.1747
H -6.517 4.968 4.024 0.1666
H -5.140 5.832 4.747 0.1940
H -6.113 4.725 5.739 0.1693
```

The maximum force is 0.0222 hartree/bohr. The calculation puts the LUMO energy at -3.73 eV. As for the net charge: +1. As for the total energy: -1800.9322 Eh.

***

# 4
Entry from OMol25: C4H12N3 as an isolated structure in a non-equilibrium geometry (ωB97M-V with the def2-TZVPD basis set).

The geometry in XYZ format:
```
19
Properties=species:S:1:pos:R:3:nbo_charge:R:1
N 0.520 -1.158 0.396 -0.7976
C -0.504 -1.810 -0.563 -0.0583
N -1.417 -2.807 -0.045 -0.8037
H 0.196 -1.268 1.319 0.4020
H 1.431 -1.715 0.268 0.4089
H -1.087 -0.955 -0.938 0.1991
H 0.107 -2.233 -1.369 0.2009
H -0.975 -3.456 0.591 0.3709
H -2.196 -2.362 0.513 0.3727
C -0.163 2.074 0.188 -0.0616
C -1.084 1.661 1.097 -0.3457
C 1.901 1.661 -0.873 0.0720
N 0.811 1.188 -0.334 -0.4669
H -0.240 3.083 -0.299 0.2269
H -1.140 0.707 1.616 0.2010
H -1.883 2.354 1.309 0.2362
H 2.821 1.060 -0.978 0.2148
H 1.928 2.716 -1.255 0.2062
H 0.741 -0.008 0.008 0.4222
```

The maximum force is 0.0786 hartree/bohr. The calculation puts the LUMO energy at -4.38 eV. As for the net charge: +1. As for the total energy: -323.5661 Eh. The energy above the lowest of the compared OMol25 structures with the same formula, charge and spin is 3.052 eV.

***

# 5
Entry from OMol25: a 2-piece molecular cluster, C4H10O4 overall in a non-equilibrium geometry (ωB97M-V with the def2-TZVPD basis set).

The geometry in XYZ format:
```
18
Properties=species:S:1:pos:R:3:nbo_charge:R:1
C -2.306 -1.026 -0.253 -0.2491
O -1.358 -0.511 0.642 -0.5909
C -0.481 0.732 0.367 0.8774
C -0.685 1.330 -0.992 -0.7469
O -0.047 1.297 1.331 -0.5995
H -2.905 -0.268 -0.768 0.1643
H -1.826 -1.651 -1.014 0.1691
H -3.017 -1.601 0.346 0.1983
H 0.083 2.083 -1.154 0.2537
H -0.561 0.573 -1.763 0.2396
H -1.687 1.746 -1.076 0.2451
C 2.131 -1.105 0.789 -0.2676
O 1.560 -0.217 -0.172 -0.2973
O 2.366 1.114 -0.057 -0.4580
H 1.731 -2.087 0.552 0.2044
H 3.217 -1.121 0.689 0.1954
H 1.848 -0.794 1.798 0.1859
H 1.936 1.506 0.734 0.4763
```

The maximum force is 0.0749 hartree/bohr. The SMILES is COC(C)=O.COO. The calculation puts the LUMO energy at 0.83 eV. As for the total energy: -459.2246 Eh. The energy above the lowest of the compared OMol25 structures with the same formula, charge and spin is 4.469 eV.

***

# 6
Entry from OMol25: a 2-piece molecular cluster, C4H11N6O2 overall in a non-equilibrium geometry (ωB97M-V with the def2-TZVPD basis set).

The geometry in XYZ format:
```
23
Properties=species:S:1:pos:R:3:nbo_charge:R:1
C 1.042 -0.323 1.677 0.0552
C 0.109 0.479 1.007 -0.0959
C 0.227 0.248 -0.414 0.0337
C 1.200 -0.676 -0.629 0.2861
N 1.751 -1.012 0.808 -0.1240
N -0.590 0.862 -1.402 -0.8294
N 1.870 -1.236 -1.677 -0.8303
N -3.154 0.763 -0.648 -0.9366
N -0.751 1.326 1.662 0.5273
N 2.659 -2.014 0.991 -0.6222
O -0.703 1.419 2.870 -0.3384
O -1.580 1.970 0.972 -0.5441
H 1.172 -0.392 2.741 0.2520
H -2.251 0.592 -1.200 0.4551
H -0.210 0.695 -2.328 0.3918
H -0.627 1.867 -1.234 0.4101
H 1.641 -0.879 -2.592 0.4007
H 1.970 -2.241 -1.647 0.4069
H -2.754 1.342 0.161 0.4626
H -3.578 -0.097 -0.300 0.4294
H -3.839 1.303 -1.178 0.4294
H 2.926 -2.103 1.967 0.3913
H 3.472 -1.893 0.392 0.3892
```

The maximum force is 0.0886 hartree/bohr. The calculation puts the LUMO energy (spin up / spin down) at -3.57 / -3.57 eV. As for the net charge: +1. As for the total energy: -637.6747 Eh. The energy above the lowest of the compared OMol25 structures with the same formula, charge and spin is 0.000 eV.

***

# 7
Entry from OMol25: a 2-piece molecular cluster, C3H8O overall (ωB97M-V with the def2-TZVPD basis set).

The geometry in XYZ format:
```
12
Properties=species:S:1:pos:R:3:nbo_charge:R:1
C -1.568 0.509 -0.092 -0.7469
C -0.325 -0.087 -0.456 -0.2458
C 0.928 0.280 0.295 -0.0872
O 1.983 -0.569 -0.079 -0.7080
H -1.720 0.864 0.921 0.2062
H -1.119 -0.931 0.051 0.3858
H -2.372 0.580 -0.812 0.2195
H -0.261 -1.647 -0.090 -0.1052
H -0.171 -0.302 -1.512 0.2490
H 0.724 0.253 1.376 0.1732
H 1.120 1.329 0.018 0.1849
H 2.779 -0.278 0.380 0.4745
```

The maximum force is 0.0087 hartree/bohr. The calculation puts the LUMO energy at 0.87 eV. As for the total energy: -194.1375 Eh. The energy above the lowest of the compared OMol25 structures with the same formula, charge and spin is 5.400 eV.

***

# 8
Entry from OMol25: an isolated ion of composition C11H14FN2 and charge +1 in a non-equilibrium geometry (ωB97M-V with the def2-TZVPD basis set).

The geometry in XYZ format:
```
28
Properties=species:S:1:pos:R:3:mulliken_spin:R:1
C 2.564 -1.396 -0.665 0.0902
C 1.722 0.645 0.363 0.0919
C 3.863 -0.932 -0.581 -0.0303
C 2.990 1.166 0.337 -0.0010
C 1.552 -0.682 -0.076 0.1037
C 4.107 0.389 -0.111 0.2237
C -0.822 -0.934 0.759 0.3170
C 0.189 -1.246 -0.079 0.2490
C -2.296 -1.409 0.742 0.0366
C -3.198 0.789 0.350 -0.0024
C -1.813 1.513 0.098 0.5860
N -1.570 1.676 -1.230 0.2256
N -3.062 -0.529 -0.136 0.0506
F 5.291 0.979 -0.205 0.0348
H 2.375 -2.289 -1.150 -0.0035
H 0.932 1.206 0.946 0.0004
H 4.638 -1.551 -1.068 0.0004
H 3.109 2.192 0.713 0.0001
H -0.357 -0.318 1.568 0.0160
H -2.205 -2.367 0.342 -0.0019
H -2.730 -1.478 1.754 0.0084
H -3.400 0.667 1.474 0.0131
H -3.930 1.431 -0.101 0.0090
H -1.134 2.085 0.811 -0.0125
H -2.148 1.210 -1.905 -0.0001
H -0.744 2.172 -1.574 -0.0101
H -0.065 -2.006 -0.821 0.0096
H -3.859 -0.984 -0.555 -0.0042
```

As for the spin multiplicity: 3. The maximum force is 0.0940 hartree/bohr. The calculation puts the LUMO energy (spin up / spin down) at -3.68 / -7.22 eV. As for the net charge: +1. As for the total energy: -636.5149 Eh.